ORCA calculation (ωB97M-V/def2-TZVPD) on 13 unconnected molecules or ions with the total composition C48H98F2N2O22PS4.

The geometry in ORCA input format:
```
! RIJCOSX wB97M-V def2-TZVPD def2/J DEFGRID3
* xyz -1 1
C 4.79943 2.00623 1.61069
C 4.41017 2.82727 2.83325
C 3.84361 4.18721 2.47766
O 3.45747 4.80522 3.70834
C 3.38106 6.20612 3.60171
N 3.55248 2.06401 3.77532
H 2.55482 2.03638 3.50942
H 3.80451 1.03682 3.75122
H 3.58106 2.41072 4.72903
H 5.58351 2.45885 1.00635
H 3.89754 1.84753 1.02420
H 5.17938 1.03208 1.92341
H 5.35166 2.99548 3.36305
H 2.97009 4.10281 1.82348
H 4.58370 4.79374 1.95067
H 4.38671 6.62199 3.46935
H 2.99553 6.63070 4.52788
H 2.73658 6.53021 2.77946
C 2.23049 -0.62029 0.48733
C 0.77067 -0.25743 0.28779
C 0.05920 -0.98384 -0.84050
O -1.30141 -0.70279 -0.94069
C -1.63616 0.65224 -1.23391
N 0.12674 -0.62180 1.59353
H 0.60539 -1.47963 1.98500
H 0.48136 -0.10458 2.43596
H -0.88317 -0.72413 1.63204
H 2.85498 -0.41326 -0.38731
H 2.45417 -1.65989 0.72373
H 2.62477 -0.02195 1.31086
H 0.66677 0.82482 0.21858
H 0.29024 -2.05120 -0.81103
H 0.52538 -0.61224 -1.76849
H -2.68457 0.70067 -1.51720
H -1.03165 1.01721 -2.06543
H -1.53387 1.29178 -0.35516
P 2.19065 -0.82710 3.94710
O 3.68270 -0.50512 3.54370
O 1.61733 -2.05986 3.16096
O 1.35707 0.48372 3.62580
O 2.04131 -1.07867 5.46854
C -0.45643 -0.94749 -6.01081
C -0.24417 -0.43867 -7.40372
C 0.12177 1.03663 -7.27094
O -0.28557 1.44443 -5.96418
C -0.23552 0.29119 -5.10196
H 0.14716 -1.80347 -5.69939
H -1.45500 -1.37228 -5.90347
H -1.23235 -0.56563 -7.85269
H 0.47461 -0.89148 -8.08697
H -0.19050 1.65345 -8.11410
H 1.21096 1.18384 -7.25904
H -0.97374 0.37837 -4.30528
H 0.71488 0.22167 -4.56212
C 2.19806 -2.15621 -3.69270
C 3.22326 -3.24525 -3.86950
C 4.17446 -2.95377 -2.70182
O 4.05419 -1.54934 -2.44197
C 3.07482 -0.98867 -3.33312
H 1.63612 -2.35468 -2.77275
H 1.48738 -1.91785 -4.48561
H 3.74044 -3.10355 -4.82373
H 2.70796 -4.20584 -3.92005
H 5.16740 -3.21050 -3.06849
H 3.87318 -3.64378 -1.91295
H 3.59501 -0.49542 -4.16183
H 2.45707 -0.21461 -2.86939
C -1.67951 -3.42669 -3.80815
C -1.75870 -4.09247 -2.44426
C -0.57984 -5.05819 -2.56547
O -0.63856 -5.55252 -3.89043
C -1.35800 -4.61958 -4.71797
H -0.88343 -2.68660 -3.88575
H -2.62527 -2.92474 -4.02361
H -2.68464 -4.61267 -2.20141
H -1.58943 -3.39425 -1.62387
H -0.66090 -5.79766 -1.76889
H 0.35014 -4.49484 -2.41795
H -2.24001 -5.13834 -5.09537
H -0.67018 -4.31483 -5.51003
C -4.54122 3.55342 -3.33479
C -3.48557 3.97675 -4.33507
C -2.33487 3.08136 -3.90977
O -2.34916 3.19415 -2.48555
C -3.72219 3.23158 -2.07663
H -5.16513 2.73023 -3.68028
H -5.25123 4.34916 -3.09255
H -3.22943 5.02996 -4.22751
H -3.80037 3.74988 -5.35479
H -1.34356 3.26307 -4.32189
H -2.50585 2.00080 -4.02121
H -3.65113 3.96129 -1.26993
H -4.10711 2.27496 -1.70462
O 6.10870 -3.70673 -0.37882
S 6.14729 -3.59816 1.05376
O 6.72957 -4.66047 1.83889
O 6.92314 -2.18954 1.42975
C 7.02421 -1.86042 2.82945
C 8.02952 -0.74609 2.96619
C 4.49172 -3.12955 1.58433
H 7.41179 -2.77068 3.29424
H 6.06770 -1.57520 3.27691
H 7.63242 0.21112 2.62930
H 8.94827 -0.99287 2.43021
H 8.36364 -0.63072 3.99939
H 3.80260 -3.72326 0.98596
H 4.31200 -2.12610 1.20075
H 4.43712 -3.14295 2.66792
O -1.84235 -4.86689 0.41992
S -1.93824 -4.01743 1.55572
O -2.01238 -2.58051 1.46993
O -3.27413 -4.52512 2.41516
C -3.55792 -3.84146 3.63818
C -5.01897 -4.09397 3.95427
C -0.61716 -4.49462 2.70353
H -3.31936 -2.77721 3.58255
H -2.93116 -4.35174 4.37760
H -5.18436 -5.16597 4.03630
H -5.69985 -3.51423 3.33550
H -5.18152 -3.70177 4.96508
H 0.29709 -4.07948 2.27132
H -0.48840 -5.57403 2.70689
H -0.74127 -4.05769 3.69032
O -2.59198 0.06884 3.56439
S -2.48885 0.24512 4.98827
O -2.16510 1.52815 5.57704
O -3.93943 -0.13148 5.64382
C -4.13410 0.12422 7.03593
C -5.50474 -0.44518 7.38352
C -1.46569 -1.12018 5.58690
H -4.11407 1.21273 7.13447
H -3.32773 -0.26441 7.66046
H -5.46551 -1.53125 7.28634
H -6.36548 -0.08611 6.82606
H -5.64425 -0.21018 8.44210
H -1.88282 -2.00782 5.11572
H -1.49844 -1.26578 6.66441
H -0.43390 -0.92165 5.28036
O 1.82993 1.67480 -1.94282
S 2.17276 3.02415 -1.60068
O 3.25293 3.28709 -0.69164
O 2.37047 3.95267 -2.91994
C 1.79827 3.47054 -4.14878
C 2.07590 4.44775 -5.26807
C 0.64934 3.84269 -0.99723
H 0.74272 3.22286 -4.00544
H 2.21119 2.48513 -4.38121
H 3.15343 4.54180 -5.39914
H 1.72996 5.44609 -4.98885
H 1.55499 4.18878 -6.18682
H 0.83098 4.85245 -0.63933
H 0.16247 3.21268 -0.26015
H 0.10529 3.89094 -1.93994
F -5.22846 -2.48030 -2.80443
C -5.53302 -1.91869 -1.61634
C -4.53431 -1.59216 -0.73173
C -4.86047 -0.89923 0.43703
C -6.20166 -0.60760 0.68312
C -7.22336 -1.06391 -0.15050
C -6.86909 -1.74324 -1.29023
H -3.49119 -1.76653 -0.97145
H -4.05244 -0.68445 1.12368
H -6.50556 -0.09332 1.58718
H -8.25798 -0.86858 0.09265
H -7.57700 -2.04267 -2.05549
F -0.15297 6.14352 1.71374
C -0.94194 5.04131 1.80122
C -0.44621 3.81283 2.15167
C -1.29923 2.73548 2.34830
C -2.64504 2.89328 2.00041
C -3.12138 4.11799 1.54707
C -2.26555 5.20660 1.46475
H 0.61735 3.71119 2.33975
H -0.93865 1.84454 2.84477
H -3.28935 2.04795 2.20398
H -4.15849 4.27572 1.28161
H -2.62026 6.20428 1.23966
*
```

Its total energy is -157455.1681 eV. The maximum force is 3.08 eV Å⁻¹. The calculation puts the molecular weight at 1252.5 g mol⁻¹. Its LUMO energy is 1.7532 eV. The energy relative to the best compared isomer or geometry (same formula, charge and spin) comes out at 80.1 kJ/mol. The value obtained for the HOMO-LUMO gap is 0.203 Ha.

Atom charges from the Löwdin analysis, given in e for atoms 1 to 99: number 1, C, carries -0.04; number 2, C, carries -0.32; number 3, C, carries -0.18; number 4, O, carries -0.19; number 5, C, carries -0.12; number 6, N, carries 0.19; number 7, H, carries 0.11; number 8, H, carries 0.04; number 9, H, carries 0.16; number 10, H, carries 0.09; number 11, H, carries 0.05; number 12, H, carries 0.07; number 13, H, carries 0.15; number 14, H, carries 0.11; number 15, H, carries 0.13; number 16, H, carries 0.09; number 17, H, carries 0.09; number 18, H, carries 0.08; number 19, C, carries -0.04; number 20, C, carries -0.29; number 21, C, carries -0.19; number 22, O, carries -0.19; number 23, C, carries -0.07; number 24, N, carries 0.15; number 25, H, carries 0.07; number 26, H, carries 0.04; number 27, H, carries 0.10; number 28, H, carries 0.08; number 29, H, carries 0.06; number 30, H, carries 0.06; number 31, H, carries 0.12; number 32, H, carries 0.13; number 33, H, carries 0.10; number 34, H, carries 0.07; number 35, H, carries 0.08; number 36, H, carries 0.08; number 37, P, carries 0.03; number 38, O, carries -0.43; number 39, O, carries -0.42; number 40, O, carries -0.44; number 41, O, carries -0.46; number 42, C, carries -0.16; number 43, C, carries -0.16; number 44, C, carries -0.20; number 45, O, carries -0.16; number 46, C, carries -0.15; number 47, H, carries 0.08; number 48, H, carries 0.10; number 49, H, carries 0.11; number 50, H, carries 0.12; number 51, H, carries 0.12; number 52, H, carries 0.12; number 53, H, carries 0.10; number 54, H, carries 0.10; number 55, C, carries -0.19; number 56, C, carries -0.17; number 57, C, carries -0.19; number 58, O, carries -0.12; number 59, C, carries -0.22; number 60, H, carries 0.10; number 61, H, carries 0.08; number 62, H, carries 0.11; number 63, H, carries 0.11; number 64, H, carries 0.12; number 65, H, carries 0.11; number 66, H, carries 0.12; number 67, H, carries 0.07; number 68, C, carries -0.17; number 69, C, carries -0.18; number 70, C, carries -0.21; number 71, O, carries -0.14; number 72, C, carries -0.18; number 73, H, carries 0.08; number 74, H, carries 0.11; number 75, H, carries 0.12; number 76, H, carries 0.08; number 77, H, carries 0.11; number 78, H, carries 0.11; number 79, H, carries 0.12; number 80, H, carries 0.11; number 81, C, carries -0.17; number 82, C, carries -0.15; number 83, C, carries -0.20; number 84, O, carries -0.19; number 85, C, carries -0.18; number 86, H, carries 0.11; number 87, H, carries 0.11; number 88, H, carries 0.12; number 89, H, carries 0.11; number 90, H, carries 0.10; number 91, H, carries 0.12; number 92, H, carries 0.11; number 93, H, carries 0.11; number 94, O, carries -0.30; number 95, S, carries 0.63; number 96, O, carries -0.30; number 97, O, carries -0.27; number 98, C, carries -0.28; number 99, C, carries -0.07